Record 1
The following is a DFT calculation (ωB97M-V/def2-TZVPD) of a cluster of 40 separate species, H80O40 in total at a distorted geometry.

The value obtained for the total energy is -3057.40532 Eh. The value obtained for the HOMO energy is -0.3897 hartree. The calculation puts the energy above the lowest of the compared OMol25 structures with the same formula, charge and spin at 924.2 kJ/mol. As for the frontier orbital gap: 9.69 eV.

Each line ends with the Löwdin charge.
Atoms and positions in Å:
O 3.565 2.111 -0.849  -0.055
H -0.983 -0.440 -1.008  0.033
H -4.688 0.965 -4.841  0.037
O 5.835 -2.077 0.824  -0.056
H 3.067 -5.866 1.168  0.006
H -1.092 1.191 -4.817  -0.005
O 0.654 5.205 -0.204  -0.118
H 5.896 3.336 -0.112  0.051
H 0.206 3.941 -5.075  0.018
H -1.220 4.041 -4.687  0.035
H 2.971 -4.626 -3.482  0.035
H 6.386 -2.364 1.554  0.034
O -0.687 -2.124 5.848  -0.038
O 4.095 4.304 2.780  -0.043
H 3.128 -0.709 4.155  -0.020
H -3.554 0.563 -1.030  -0.008
O 0.035 -5.396 3.597  -0.035
H -1.935 -0.600 0.165  0.019
H -0.479 -4.583 3.627  0.009
O 1.561 3.798 1.841  -0.068
O 3.175 5.593 -0.129  -0.010
H -5.052 -0.214 0.814  0.000
H 2.130 0.375 -5.211  0.003
O -3.157 -3.855 3.434  -0.025
O 0.548 1.535 1.126  -0.045
H -2.379 0.447 4.945  -0.001
O 5.222 4.003 -0.018  -0.062
H 1.643 5.465 -0.164  0.010
O 3.260 -0.217 4.951  -0.031
O 0.326 -6.505 0.194  -0.041
O 0.051 -2.190 -2.666  -0.046
H -3.271 -3.430 2.581  0.007
H 2.676 1.802 -3.855  0.032
H -2.894 2.978 0.970  -0.004
H -0.425 1.584 1.128  0.055
H -5.396 -0.294 2.405  0.031
H 3.522 5.470 -1.013  0.087
H -0.058 0.838 -2.976  0.019
H -1.884 1.053 -2.423  0.040
H 2.968 1.446 -1.242  0.031
H 3.004 -2.708 -1.229  0.109
O -0.235 1.086 -5.207  -0.061
O -2.502 1.312 5.340  -0.044
O 2.086 -2.479 -0.949  -0.076
H 4.005 -4.664 1.322  0.026
O -4.325 0.470 -1.608  -0.065
O -1.470 3.541 -0.652  -0.049
H -4.040 1.043 -3.464  -0.007
H 1.694 -3.915 -3.766  0.000
H -1.625 2.485 -2.919  0.073
H -0.077 -1.157 2.934  0.009
O -3.165 5.960 -0.661  -0.057
H -0.669 4.100 -0.643  0.014
O 0.246 -0.742 3.755  -0.048
O -5.224 0.251 1.646  -0.048
H -1.241 2.810 -1.248  0.026
H 2.031 3.704 1.016  0.010
O 2.878 -0.193 -4.995  -0.047
H 5.055 4.322 0.881  0.014
H 3.867 3.380 2.778  0.031
H 1.097 3.018 2.212  0.063
O -1.472 -2.592 1.658  -0.051
H -1.947 -2.506 2.463  -0.003
H -3.549 -1.289 0.290  -0.009
H -1.467 -1.897 5.330  0.035
H 0.356 4.722 0.585  0.012
O -4.292 -1.863 0.255  -0.039
H -3.823 -4.511 3.589  0.053
H -2.027 -2.688 0.845  0.009
H -3.384 1.273 2.476  0.034
O 0.601 -1.038 0.220  -0.073
H 3.003 -0.810 -5.711  0.038
O 2.312 -4.534 -4.179  -0.042
O 1.151 -3.630 1.341  -0.069
O 1.825 2.226 -3.809  -0.056
H 0.668 -5.222 2.892  -0.002
H -3.550 3.993 0.109  0.008
H 0.414 1.788 -5.266  0.010
H -2.545 -1.765 -3.745  0.035
H 0.207 -2.355 -3.607  0.073
H 1.791 -0.538 1.595  -0.022
H 0.031 -1.427 4.410  -0.014
O -3.736 3.120 0.520  -0.077
H 1.310 -1.120 -0.397  -0.001
H -2.711 -2.935 -1.429  0.053
H -4.380 1.454 -1.558  0.072
H -2.217 0.575 2.938  0.006
H 5.126 -1.580 1.256  0.015
H -2.898 5.316 -1.337  0.030
H 0.367 -0.454 -2.855  0.080
O 2.629 -0.665 2.055  -0.048
H 0.648 1.782 0.195  0.064
O -4.026 1.466 -4.354  -0.078
H -1.746 1.881 5.165  0.048
H -0.948 -3.015 6.150  0.081
O -0.349 4.331 -4.404  -0.033
H 0.630 -0.251 0.752  -0.012
H -2.482 -4.303 -0.770  0.098
H 0.908 -6.032 -0.398  0.023
H -4.496 -2.728 0.568  0.057
H 0.461 -3.059 0.926  0.033
H 3.381 1.877 0.083  0.031
H 0.471 -6.302 1.120  0.001
H 2.765 -0.521 5.691  0.022
O -1.596 1.553 -3.201  -0.066
O -2.663 -3.369 -0.567  -0.054
H -2.281 6.196 -0.341  0.044
H 2.310 -3.005 -0.131  0.069
O 0.486 0.384 -2.255  -0.140
O -2.418 1.380 2.453  -0.049
O -2.826 -2.689 -3.888  -0.056
O -1.848 -0.121 -0.661  -0.055
H 2.895 0.160 2.488  0.043
H 0.881 -3.431 2.238  0.023
H -3.771 -2.601 -4.091  0.054
H 1.262 1.735 -3.183  -0.001
H 3.491 4.970 0.525  0.006
H 0.574 -2.744 -2.069  0.031
H 3.356 4.828 3.111  0.058
O 3.983 -5.599 1.066  -0.050


Record 2
The following is a DFT calculation (ωB97M-V/def2-TZVPD) of a cluster of 40 separate species, H80O40 in total at a distorted geometry.

The value obtained for the total energy is -3057.43448 Eh. The value obtained for the HOMO energy is -0.3736 hartree. The calculation puts the energy above the lowest of the compared OMol25 structures with the same formula, charge and spin at 847.7 kJ/mol. As for the frontier orbital gap: 9.60 eV.

Each line ends with the Löwdin charge.
Atoms and positions in Å:
H -3.095 0.832 0.893  -0.004
H -2.382 2.980 -3.723  -0.004
O -2.280 3.196 3.598  -0.043
H -3.962 -1.905 4.821  0.076
O 3.507 2.894 -0.811  -0.072
H 2.656 2.526 -1.154  0.063
H -1.677 -0.525 1.908  0.039
H -3.924 0.207 3.505  0.004
H -4.757 -0.760 -3.178  0.071
H 0.164 -4.308 4.017  0.011
O -0.758 5.102 -3.144  -0.049
O -1.333 4.294 -0.779  -0.110
H -1.579 -2.927 0.800  0.013
O 0.050 6.850 0.238  -0.082
O 4.591 0.201 -3.736  -0.058
O -0.791 -0.871 1.693  -0.052
H 2.663 -3.915 0.734  0.009
H -4.920 1.428 -0.459  0.023
O -1.997 -5.011 2.821  -0.047
H 5.245 -0.205 -0.287  -0.007
H 5.592 -1.585 2.473  0.059
H -3.282 -0.580 4.853  0.000
H 1.837 -4.801 -0.361  0.049
O -2.698 1.295 0.142  -0.044
H 4.326 -2.829 -0.419  0.060
O -1.802 1.302 -5.974  -0.050
O -3.863 -0.489 -2.929  -0.036
H -1.475 5.261 -3.766  0.047
H -3.194 3.052 3.839  0.042
H 0.033 -0.203 3.693  0.008
O 0.022 4.525 2.251  -0.073
H 3.253 -4.054 2.659  0.069
H -3.971 -3.939 -1.541  0.046
O 2.539 -4.583 2.280  -0.073
O 6.105 -0.306 -0.731  -0.070
H -1.679 2.465 3.434  -0.005
O -5.716 1.167 0.022  -0.039
O -1.039 -0.566 -1.572  -0.055
H 4.177 -0.594 -3.359  0.016
O 0.504 -3.060 -1.900  -0.044
O 2.587 -4.229 -0.214  -0.101
O -2.148 -3.539 0.275  -0.078
H 3.764 1.198 0.152  0.004
H -2.220 3.403 -5.090  0.040
H 0.672 1.080 -2.230  -0.001
O 5.233 -1.782 3.354  -0.055
H 3.029 3.722 -0.609  0.059
O 4.127 0.839 0.989  -0.083
H 1.349 -2.664 -2.079  0.002
H 0.756 6.722 -0.437  0.052
H -4.775 0.286 2.062  0.023
O 0.157 1.854 -2.020  -0.073
O -2.279 1.522 -2.935  -0.070
H -1.938 4.728 -0.155  0.038
H 5.016 -0.825 3.494  0.075
H 3.356 -2.999 -1.560  0.039
O -1.695 -3.137 -3.995  -0.030
H 1.330 -2.603 -4.155  0.023
H -1.819 -0.776 -1.010  0.043
H -2.431 0.579 -6.170  0.058
O 0.787 -0.060 4.288  -0.067
H 0.151 -1.916 -4.419  0.006
H 2.134 -0.528 -1.753  0.026
O 2.468 -0.353 -0.869  -0.066
H -0.588 -0.124 1.094  0.056
H -0.565 6.130 0.037  -0.017
H 3.531 -1.607 2.610  0.024
H 2.915 -1.217 -0.639  -0.005
O 6.174 2.354 -0.588  -0.073
H -5.038 -2.972 -1.195  0.026
H -2.229 1.254 4.898  0.064
H 4.696 5.062 -0.241  0.074
H 0.943 1.239 3.050  0.035
H 1.367 -5.167 3.664  -0.009
H 6.759 1.956 -1.228  0.031
H -1.591 -3.545 -0.525  0.032
H -2.479 -2.760 -3.577  0.028
H -2.261 0.630 -3.294  0.045
O 0.413 -2.824 0.669  -0.074
H -0.417 -0.892 -0.897  0.026
O -4.503 -3.240 -1.949  -0.044
H -1.965 -3.589 -4.798  0.066
O 1.099 -1.760 -4.578  -0.053
H -6.173 1.999 0.155  0.056
H 4.421 1.706 1.291  0.040
H -0.391 3.646 2.223  -0.016
H 0.538 -3.456 1.396  0.057
O -6.918 -1.679 0.203  -0.054
H -1.246 4.644 -1.726  -0.004
H 6.109 0.403 -1.368  -0.009
O 2.926 -2.090 2.011  -0.057
O -2.614 3.760 -4.278  -0.078
H 1.154 -2.242 0.651  -0.002
H -2.239 -4.085 2.843  0.017
H 6.149 3.312 -0.679  0.011
H -0.632 5.218 2.399  0.039
H 2.616 -1.339 1.487  0.032
O -1.801 0.389 4.789  -0.044
H -3.637 -1.019 -2.157  0.020
H 4.714 4.562 1.146  0.062
H -6.996 -0.896 0.772  0.031
H 2.915 -5.466 2.434  0.101
H -0.767 1.580 -2.228  -0.021
H -6.254 -1.449 -0.453  -0.001
H 5.337 -0.363 -3.997  0.045
H -1.670 -5.115 1.919  0.023
O 0.905 -4.790 4.423  -0.074
H -2.324 1.602 -5.205  -0.001
H 1.100 -0.981 4.359  0.079
H -0.087 -3.014 -2.667  0.004
O -4.188 -0.954 4.748  -0.077
O -4.001 0.516 2.572  -0.066
O 0.387 2.018 2.794  -0.074
H -0.508 4.178 -3.318  0.055
H -1.019 0.171 5.300  0.061
H -2.227 2.098 0.421  0.058
O 5.254 4.503 0.349  -0.059
H -2.906 1.481 -2.206  0.055
O 3.946 -2.357 -1.159  -0.048
H 1.164 2.498 2.480  0.058